[1]
Computed, not measured: a molecular structure, C5H13N3, with ωB97M-V with the def2-TZVPD basis set.

## Properties
ΔE to the lowest compared entry with this formula, charge and spin = 244.6 kcal/mol
Strongest force on any atom = 4.92 eV Å⁻¹
HOMO-LUMO gap = 4.50 eV

Last column: Mulliken charge in e.
Element x y z (Å)
C1 -0.966 0.458 -1.318  -1.001
C2 0.526 0.435 -1.049  -0.175
C3 0.699 0.247 0.394  -0.715
C4 0.404 -1.033 1.019  0.430
C5 0.564 -1.058 2.951  -0.412
N1 -0.474 -0.739 3.692  -0.513
N2 1.460 -1.696 0.530  -0.612
N3 -1.265 1.736 -3.548  -0.731
H1 -1.267 1.084 -2.342  0.250
H2 -1.544 -0.474 -1.397  0.296
H3 -1.496 1.031 -0.543  0.338
H4 1.056 -0.390 -1.544  0.313
H5 0.949 1.303 -1.565  0.392
H6 1.216 0.982 0.992  0.362
H7 1.202 -0.166 2.901  0.212
H8 -1.023 -1.491 4.103  0.260
H9 1.172 -1.943 3.167  0.400
H10 -0.568 -1.490 0.847  0.379
H11 2.311 -1.123 0.537  0.300
H12 -1.655 1.592 -4.472  0.092
H13 -1.303 2.733 -3.355  0.134


[2]
Computed, not measured: a gas-phase ion, C5H12N (charge +1), with ωB97M-V with the def2-TZVPD basis set.

## Properties
Structure (SMILES) = C/C=C/CC[NH3+]
ΔE to the lowest compared entry with this formula, charge and spin = 126.8 kcal/mol
Strongest force on any atom = 5.08 eV Å⁻¹
Net charge = +1
HOMO-LUMO gap = 6.92 eV

Last column: Mulliken charge in e.
Element x y z (Å)
C1 1.432 -1.348 1.683  -0.944
C2 1.198 -0.735 0.279  -0.055
C3 1.087 0.634 0.169  -0.584
C4 -0.371 1.264 0.170  -0.617
C5 -1.500 0.349 -0.249  -0.412
N1 -1.249 0.179 -1.827  -0.480
H1 1.836 -2.455 1.587  0.294
H2 0.618 -1.511 2.316  0.349
H3 2.098 -0.575 2.139  0.283
H4 1.447 -1.410 -0.594  0.300
H5 1.825 1.367 -0.142  0.342
H6 -0.553 1.562 1.258  0.310
H7 -0.294 2.223 -0.299  0.433
H8 -2.562 0.682 -0.210  0.368
H9 -1.373 -0.570 0.317  0.323
H10 -0.159 0.056 -2.000  0.363
H11 -1.790 0.954 -2.215  0.353
H12 -1.690 -0.664 -2.383  0.371


[3]
Computed, not measured: a molecular structure, C28H22AsFeN3O10S2, with ωB97M-V with the def2-TZVPD basis set.

## Properties
Strongest force on any atom = 1.71 eV Å⁻¹
Net charge = -2
HOMO-LUMO gap (alpha / beta) = 7.20 / 7.16 eV
Spin multiplicity = 5

Last column: Löwdin spin population.
Element x y z (Å)
Fe1 -1.329 -0.415 -1.200  3.779
C1 4.515 2.711 3.070  0.000
C2 3.976 2.165 1.773  0.000
C3 4.556 2.518 0.556  0.000
C4 4.020 2.063 -0.638  0.000
C5 2.906 1.239 -0.617  0.000
C6 2.339 0.848 0.582  0.000
C7 2.871 1.321 1.772  0.000
S1 2.196 0.760 -2.194  0.002
O1 1.556 1.954 -2.691  0.000
O2 3.315 0.295 -2.997  0.002
N1 1.108 -0.387 -1.946  0.019
C8 1.573 -1.662 -1.706  0.003
C9 2.832 -2.023 -1.231  -0.001
C10 3.176 -3.360 -0.998  0.000
C11 2.296 -4.382 -1.229  0.000
C12 1.017 -4.079 -1.736  0.001
C13 0.051 -5.068 -2.015  0.000
C14 -1.150 -4.712 -2.555  0.001
C15 -1.396 -3.355 -2.810  0.001
N2 -0.542 -2.400 -2.534  0.018
C16 0.655 -2.731 -1.995  0.004
H1 5.524 3.105 2.942  0.000
H2 4.532 1.943 3.844  0.000
H3 3.879 3.523 3.432  0.000
H4 5.433 3.157 0.547  0.000
H5 4.449 2.329 -1.596  0.000
H6 1.481 0.189 0.581  0.000
H7 2.398 1.047 2.707  0.000
H8 3.563 -1.255 -1.037  0.000
H9 4.168 -3.584 -0.620  0.000
H10 2.561 -5.414 -1.031  0.000
H11 0.277 -6.102 -1.779  0.000
H12 -1.915 -5.447 -2.763  0.000
H13 -2.345 -3.043 -3.232  0.000
O3 -0.429 2.100 2.159  0.006
C17 -0.658 1.598 1.055  0.003
O4 -0.855 0.376 0.790  0.034
C18 -0.731 2.543 -0.147  0.001
C19 -0.467 3.898 0.005  0.001
C20 -0.591 4.724 -1.097  0.000
C21 -0.978 4.170 -2.307  0.001
C22 -1.198 2.805 -2.368  0.001
N3 -1.076 2.011 -1.313  0.020
H14 -0.174 4.255 0.982  0.000
H15 -0.397 5.787 -1.012  0.000
H16 -1.090 4.778 -3.195  0.000
H17 -1.481 2.323 -3.296  0.000
O5 -4.211 2.153 0.359  0.002
As1 -4.412 0.383 -0.110  0.005
O6 -6.013 0.307 -0.378  0.004
O7 -3.302 0.309 -1.359  0.064
C23 -3.759 -0.334 1.607  -0.001
C24 -3.663 0.503 2.713  0.000
C25 -3.067 0.056 3.880  0.000
C26 -2.567 -1.235 3.972  0.000
C27 -2.685 -2.091 2.892  0.000
C28 -3.287 -1.638 1.728  0.000
S2 -3.238 -2.685 0.302  0.003
O8 -3.276 -4.068 0.742  0.003
O9 -4.372 -2.300 -0.516  0.000
O10 -1.924 -2.339 -0.293  0.026
H18 -3.251 2.289 0.392  0.000
H19 -4.028 1.519 2.642  0.000
H20 -2.961 0.734 4.718  0.000
H21 -2.075 -1.567 4.879  0.000
H22 -2.327 -3.113 2.918  0.000


[4]
Computed, not measured: a single C6H14N2O2 molecule, with ωB97M-V with the def2-TZVPD basis set.

## Properties
Structure (SMILES) = CC[C@@](N)(C(=O)O)[C@H](C)N
ΔE to the lowest compared entry with this formula, charge and spin = 51.5 kcal/mol
Strongest force on any atom = 3.79 eV Å⁻¹
HOMO-LUMO gap = 9.90 eV

Last column: Mulliken charge in e.
Element x y z (Å)
C1 -1.370 1.805 -1.183  -1.187
C2 -0.455 0.675 -0.866  -0.873
C3 -0.745 -0.033 0.386  0.753
N1 -0.552 0.779 1.610  -0.722
C4 -2.019 -0.768 0.329  0.330
O1 -2.740 -0.715 1.324  -0.648
O2 -2.308 -1.395 -0.798  -0.503
C5 0.423 -1.206 0.380  0.350
C6 1.754 -0.703 1.168  -1.669
N2 0.734 -1.716 -0.926  -0.532
H1 -2.390 1.405 -1.193  0.298
H2 -1.243 2.728 -0.585  0.299
H3 -1.228 2.278 -2.225  0.353
H4 0.620 1.015 -0.927  0.376
H5 -0.678 0.026 -1.665  0.402
H6 -0.339 1.667 1.247  0.278
H7 -1.517 0.857 2.048  0.318
H8 -1.573 -1.452 -1.362  0.364
H9 0.109 -1.966 1.151  0.242
H10 2.523 -0.099 0.684  0.396
H11 1.525 -0.132 2.040  0.481
H12 2.296 -1.549 1.526  0.467
H13 0.256 -2.576 -1.103  0.197
H14 1.730 -1.806 -1.051  0.230


[5]
Computed, not measured: 2 unconnected molecules or ions with the total composition CH6NPS, with ωB97M-V with the def2-TZVPD basis set.

## Properties
ΔE to the lowest compared entry with this formula, charge and spin = 69.5 kcal/mol
Strongest force on any atom = 1.48 eV Å⁻¹
HOMO-LUMO gap (alpha / beta) = 6.73 / 8.69 eV

Last column: Mulliken charge in e.
Element x y z (Å)
C1 1.907 -0.027 0.501  -0.763
N1 -2.307 -0.437 -0.081  -0.401
P1 -0.994 0.475 0.370  0.091
S1 0.418 -1.046 0.318  -0.122
H1 1.635 0.929 0.933  0.277
H2 2.347 0.125 -0.483  0.273
H3 2.596 -0.560 1.146  0.305
H4 -2.203 -1.230 -0.697  0.240
H5 -3.189 0.038 -0.172  0.238
H6 -0.210 1.733 -1.836  -0.139


[6]
Computed, not measured: a molecular structure, C32H29HgN12, with ωB97M-V with the def2-TZVPD basis set.

## Properties
ΔE to the lowest compared entry with this formula, charge and spin = 32.1 kcal/mol
Strongest force on any atom = 0.90 eV Å⁻¹
HOMO-LUMO gap (alpha / beta) = 4.76 / 8.22 eV
Spin multiplicity = 2

Last column: Löwdin spin population.
Element x y z (Å)
Hg1 0.098 0.088 -0.238  0.003
C1 -0.231 0.219 3.600  0.000
N1 -0.532 -0.841 2.665  0.000
C2 -1.794 -1.530 2.827  0.000
C3 -2.411 -1.804 1.485  0.000
N2 -2.137 -1.138 0.401  0.000
C4 -2.938 -1.671 -0.595  0.000
C5 -3.049 -1.324 -1.939  0.001
C6 -3.949 -2.036 -2.707  0.000
C7 -4.720 -3.071 -2.163  0.000
C8 -4.623 -3.426 -0.830  0.000
C9 -3.722 -2.704 -0.059  0.000
N3 -3.360 -2.764 1.276  0.000
C10 0.801 1.141 3.028  0.000
N4 0.852 1.536 1.785  0.001
C11 1.915 2.423 1.711  0.000
C12 2.390 3.178 0.641  0.000
C13 3.480 3.995 0.868  0.000
C14 4.095 4.071 2.124  0.000
C15 3.623 3.347 3.203  0.000
C16 2.522 2.534 2.973  0.000
N5 1.781 1.704 3.791  0.000
H1 0.110 -0.136 4.585  0.000
H2 -1.148 0.793 3.761  0.000
H3 0.239 -1.488 2.566  0.000
H4 -2.476 -0.887 3.391  0.000
H5 -1.711 -2.470 3.388  0.000
H6 -2.451 -0.519 -2.348  0.000
H7 -4.068 -1.788 -3.753  0.000
H8 -5.415 -3.604 -2.799  0.000
H9 -5.221 -4.226 -0.414  0.000
H10 -3.720 -3.405 1.960  0.000
H11 1.906 3.124 -0.323  0.001
H12 3.866 4.601 0.058  0.000
H13 4.953 4.717 2.258  0.000
H14 4.088 3.411 4.179  0.000
H15 1.934 1.541 4.770  0.000
N6 3.245 0.886 -2.502  -0.001
C17 2.247 1.749 -2.848  0.014
N7 2.545 2.619 -3.811  0.066
C18 1.532 3.443 -4.132  0.027
N8 1.810 4.390 -5.072  0.006
N9 0.328 3.438 -3.601  0.078
C19 0.117 2.532 -2.610  0.152
N10 1.082 1.648 -2.211  0.074
C20 -1.160 2.529 -1.981  0.144
C21 -2.178 3.381 -2.494  0.049
C22 -3.411 3.414 -1.916  0.074
C23 -3.659 2.602 -0.785  0.119
C24 -2.645 1.791 -0.340  0.016
N11 -1.430 1.718 -0.896  0.167
H16 4.162 1.134 -2.829  0.000
H17 3.171 0.457 -1.598  0.000
H18 2.586 4.205 -5.683  0.001
H19 1.028 4.903 -5.437  0.000
H20 -1.928 3.983 -3.354  0.002
H21 -4.194 4.046 -2.314  0.003
H22 -4.616 2.606 -0.285  0.008
H23 -2.800 1.142 0.514  -0.002
C25 1.637 -1.490 -0.348  -0.001
C26 1.561 -2.867 0.251  0.000
C27 0.423 -3.407 0.841  0.000
C28 0.440 -4.662 1.429  0.000
C29 1.600 -5.428 1.412  0.000
C30 2.742 -4.923 0.778  0.000
C31 2.715 -3.663 0.220  0.000
C32 1.665 -6.706 2.045  0.000
N12 1.746 -7.728 2.566  0.000
H24 1.836 -1.602 -1.417  0.000
H25 2.532 -1.024 0.076  0.000
H26 -0.500 -2.839 0.830  0.000
H27 -0.446 -5.059 1.909  0.000
H28 3.635 -5.532 0.731  0.000
H29 3.606 -3.276 -0.261  0.000